Molecular formula: C3H14O4
Method: DFT, ωB97M-V/def2-TZVPD

ORCA input file:
```
! wB97M-V def2-TZVPD RIJCOSX def2/J DEFGRID3
* xyz 0 1
C 1.8301 -1.3317 -1.8069
C 1.0829 -0.9361 -0.5266
C 1.6131 -0.0855 0.3530
H 2.7881 -0.8010 -1.9649
H 1.9129 -2.3825 -1.8803
H 1.0251 -1.1546 -2.5963
H 0.0519 -1.3589 -0.5158
H 1.1523 0.2933 1.2766
H 2.6759 0.3704 0.2121
H -0.9130 2.0152 -2.4343
H -0.5693 0.6545 -1.9124
O -1.2636 1.2230 -2.3671
H -1.6915 -1.4783 2.1835
H -0.6855 -2.7511 2.0549
O -1.4748 -2.3445 2.4638
H -2.0510 1.3839 -0.8859
H -2.0243 0.4987 0.3258
O -2.3682 1.1694 0.0092
H -0.7376 1.6729 2.6792
H -0.2237 3.0248 2.3732
O -0.1297 2.3182 2.9590
*
```

Values from the calculation:
max |F|	12.7	eV/Å
structure (SMILES)	C=CC.O.O.O.O
HOMO energy	-10.332	eV
orbital gap	10.695	eV

Löwdin population analysis, charges in e, atoms 1 to 4: -0.113, -0.273, -0.020, 0.083

Molecular formula: C3H14O4
Method: DFT, ωB97M-V/def2-TZVPD

ORCA input file:
```
! wB97M-V def2-TZVPD RIJCOSX def2/J DEFGRID3
* xyz 0 1
C 5.1391 1.5634 0.3074
C 3.9203 0.6976 0.0388
C 2.9506 0.4469 0.9264
H 5.4897 1.3838 1.3209
H 4.8155 2.6030 0.2782
H 5.8834 1.3082 -0.4388
H 3.8392 0.3378 -0.9818
H 2.0459 -0.0108 0.5497
H 3.1358 0.4349 1.9882
H -3.5526 1.4569 -2.3808
H -2.9679 2.4092 -3.3390
O -3.6513 2.3586 -2.6927
H -1.1308 0.5575 -0.2486
H -1.8053 1.9653 -0.4020
O -1.2623 1.2960 -0.8252
H -1.2715 -4.2155 0.4937
H -0.7972 -4.6468 1.8337
O -1.5687 -4.6745 1.2925
H -4.0909 -1.6559 1.2599
H -3.0960 -1.2805 0.3048
O -3.3111 -1.1124 1.2227
*
```

Values from the calculation:
max |F|	1.6	eV/Å
structure (SMILES)	C=CC.O.O.O.O
HOMO energy	-9.469	eV
orbital gap	9.689	eV

Löwdin population analysis, charges in e, atoms 1 to 4: -0.112, -0.239, -0.023, 0.068

Molecular formula: C3H14Si3
Method: DFT, ωB97M-V/def2-TZVPD

ORCA input file:
```
! wB97M-V def2-TZVPD RIJCOSX def2/J DEFGRID3
* xyz 0 1
C 1.9362 1.4833 0.6675
C -1.9484 -1.7958 -0.8714
C 1.7656 0.9860 -0.7740
Si -1.8602 0.8884 1.2010
Si 1.3140 -0.9910 -0.7856
Si -0.7684 -0.9721 0.2867
H 2.8959 1.9140 0.8908
H 1.0395 2.0902 0.8863
H 1.7137 0.6502 1.3849
H -2.5620 -1.3239 -1.6430
H -1.4259 -2.6039 -1.3988
H -2.7919 -2.1798 -0.2902
H 2.8353 1.0051 -1.1273
H 1.2563 1.7559 -1.3936
H -1.0484 1.6845 2.1487
H -3.2386 0.5168 1.7395
H -1.7975 1.9606 0.2398
H 2.4789 -1.6600 -0.1310
H 1.0938 -1.3128 -2.2583
H -0.8879 -2.0954 1.2279
*
```

Values from the calculation:
max |F|	3.1	eV/Å
structure (SMILES)	CC[SiH2][Si@H](C)[SiH3]
HOMO energy	-9.602	eV
orbital gap	10.125	eV

Löwdin population analysis, charges in e, atoms 1 to 4: -0.229, -0.388, -0.442, 0.467

Molecular formula: C3H15N2O2
Method: DFT, ωB97M-V/def2-TZVPD

ORCA input file:
```
! wB97M-V def2-TZVPD RIJCOSX def2/J DEFGRID3
* xyz 1 1
C -0.4908 -1.1514 -0.4119
C -0.9206 -2.1967 0.7102
C -1.8856 -1.6671 -0.3589
N -1.8849 0.2884 1.7010
N 0.3848 0.1935 2.9579
H 0.0729 -1.5932 -1.2189
H -0.2858 -0.2186 0.0739
H -1.2935 -1.9133 1.6776
H -0.7715 -3.2537 0.5568
H -2.7260 -1.1444 0.1416
H -2.1797 -2.4157 -1.0847
H -0.5600 0.3173 2.4614
H -1.7113 1.1436 1.1555
H -2.6557 0.4564 2.3654
H 0.0923 -0.1418 3.8822
H 0.8210 1.0953 3.1599
H 2.7754 -0.2651 -2.7290
H 2.7769 1.2760 -2.7520
O 2.2338 0.4989 -2.9639
H 2.1323 3.3821 -3.5801
H 3.1441 4.0908 -2.6860
O 2.9319 3.2184 -3.0580
*
```

Values from the calculation:
max |F|	2.9	eV/Å
HOMO energy	-13.340	eV
orbital gap	3.889	eV

Löwdin population analysis, charges in e, atoms 1 to 4: -0.071, -0.084, -0.138, 0.234

Molecular formula: C3H15N2O3
Method: DFT, ωB97M-V/def2-TZVPD

ORCA input file:
```
! wB97M-V def2-TZVPD RIJCOSX def2/J DEFGRID3
* xyz 1 1
N 2.4467 -1.4334 -1.9336
C -1.5620 0.3085 0.0684
C -2.5315 -0.5416 0.7947
O -1.8133 -1.3390 1.8764
C -1.3011 1.7022 0.5097
N 0.1441 2.0004 0.6059
H 3.1894 -2.1522 -1.8535
H 1.6573 -1.8775 -1.4935
H 2.3037 -1.2882 -2.9255
H -1.5493 0.1815 -1.0224
H -2.8708 -1.2904 0.0748
H -3.3710 -0.0580 1.2879
H -2.3411 -1.5586 2.6583
H -1.7253 2.3619 -0.2595
H -1.7975 1.9129 1.4581
H 0.7535 1.4804 -0.0248
H 0.5502 2.0198 1.5218
H 3.0958 1.8592 -1.2513
H 3.0324 0.2716 -1.4446
O 2.5784 1.0659 -1.0910
H 0.2062 -0.5078 0.5024
H 0.1304 -1.9030 1.0859
O 0.7748 -1.2148 0.8556
*
```

Values from the calculation:
max |F|	4.5	eV/Å
HOMO energy	-13.252	eV
orbital gap	5.087	eV

Löwdin population analysis, charges in e, atoms 1 to 4: 0.017, 0.166, -0.111, -0.061

Molecular formula: C3H15N3O2
Method: DFT, ωB97M-V/def2-TZVPD

ORCA input file:
```
! wB97M-V def2-TZVPD RIJCOSX def2/J DEFGRID3
* xyz -1 2
C 0.0449 0.8343 0.4306
N -0.0148 -0.5198 -0.1224
C 0.2313 -1.7729 0.8467
N 1.5413 -1.6619 1.5492
C -0.5524 1.8972 -0.5440
N 0.2021 2.1896 -1.7445
H 1.1836 1.0390 0.7134
H -0.4128 0.9469 1.4761
H 0.6055 -0.6522 -0.9134
H 0.2072 -2.7129 0.1818
H -0.7722 -1.8953 1.3011
H 1.6459 -1.0583 2.3650
H 2.0438 -2.4938 1.7356
H -1.4497 1.4260 -0.8612
H -0.7255 2.7913 -0.0350
H -0.0600 1.4630 -2.4645
H 1.2413 2.3867 -1.7025
H 3.2434 0.4186 -3.1191
H 2.5092 -0.7125 -2.4816
O 2.3627 0.1471 -2.7598
H -3.6386 -0.7906 1.7022
H -5.1077 -0.6063 2.0237
O -4.3283 -0.6631 2.4228
*
```

Values from the calculation:
max |F|	6.7	eV/Å
HOMO energy (alpha / beta)	0.986 / -5.274	eV
orbital gap (alpha / beta)	2.003 / 8.139	eV

Löwdin population analysis, charges in e, atoms 1 to 4: -0.305, -0.094, -0.315, -0.025

Molecular formula: C3H15N4
Method: DFT, ωB97M-V/def2-TZVPD

ORCA input file:
```
! wB97M-V def2-TZVPD RIJCOSX def2/J DEFGRID3
* xyz 1 1
N 1.9276 2.1142 1.6487
C 1.1851 1.1866 0.8408
N 0.9911 -0.2111 1.4008
H 1.4606 2.2809 2.5449
H 2.8983 1.8187 1.9122
H 0.2502 1.6708 0.5620
H 1.7788 1.1083 -0.1060
H 1.8128 -0.4644 1.9160
H 0.2077 -0.1497 2.0084
N 0.4402 -1.5853 -0.8233
C -0.5258 -0.7119 -1.5957
C -1.7421 -0.6502 -0.7201
N -2.6686 0.3174 -1.2271
H 0.7360 -1.0666 0.2067
H -0.0388 -2.4454 -0.6503
H 1.2558 -1.8312 -1.4346
H -0.0315 0.3297 -1.7585
H -0.7273 -1.1098 -2.6806
H -2.1702 -1.7123 -0.6825
H -1.3319 -0.4032 0.2889
H -3.5016 0.3043 -0.6360
H -2.2063 1.2100 -1.0146
*
```

Values from the calculation:
max |F|	2.5	eV/Å
HOMO energy	-13.467	eV
orbital gap	10.557	eV

Löwdin population analysis, charges in e, atoms 1 to 4: 0.001, -0.321, 0.025, 0.083

Molecular formula: C3H15NO3
Method: DFT, ωB97M-V/def2-TZVPD

ORCA input file:
```
! wB97M-V def2-TZVPD RIJCOSX def2/J DEFGRID3
* xyz -1 2
C 0.1495 1.1161 0.1064
C 0.7205 2.4287 -0.4658
C 1.5780 2.2096 -1.7392
N -0.6565 0.3581 -0.8796
H 1.0205 0.5293 0.3679
H -0.5781 1.3967 0.8462
H -0.0659 3.1493 -0.6802
H 1.3837 2.8217 0.3110
H 1.0952 1.5887 -2.4840
H 1.8994 3.1556 -2.1824
H 2.5083 1.7648 -1.3603
H -1.6403 0.3545 -0.6466
H -0.5427 0.6705 -1.8335
H 2.4075 -3.1385 -0.1991
H 0.9139 -3.5154 -0.3068
O 1.8112 -3.8249 -0.5250
H -1.1380 -1.8754 -0.5371
H -0.7584 -2.3170 0.8649
O -1.0053 -2.6735 -0.0044
H -2.7905 -2.1231 3.6687
H -3.5293 -0.8349 3.6038
O -2.7827 -1.2409 4.0751
*
```

Values from the calculation:
max |F|	2.5	eV/Å
HOMO energy (alpha / beta)	0.800 / -6.282	eV
orbital gap (alpha / beta)	2.579 / 9.507	eV

Löwdin population analysis, charges in e, atoms 1 to 4: -0.345, -0.288, -0.138, -0.038

Molecular formula: C3H15NO3
Method: DFT, ωB97M-V/def2-TZVPD

ORCA input file:
```
! wB97M-V def2-TZVPD RIJCOSX def2/J DEFGRID3
* xyz 0 1
C 0.1670 1.1672 0.9941
N -0.2557 1.3844 -0.3924
C -1.1413 2.5567 -0.4426
C -0.9430 0.1899 -0.8684
H 0.9485 1.7731 1.3200
H -0.7071 1.4370 1.6611
H 0.4153 0.0625 1.2015
H -1.4939 2.7028 -1.4320
H -0.5724 3.4645 -0.1161
H -2.0778 2.3500 0.1261
H -1.2442 0.3615 -1.9422
H -0.2864 -0.6529 -0.7534
H -1.8582 -0.0611 -0.2324
H -1.0128 -2.8064 1.3609
H 0.2444 -1.8677 1.1335
O -0.7539 -1.8947 1.1655
H 1.7661 -2.7343 -2.0918
H 1.6361 -0.0107 -0.2172
O 1.3270 -1.9023 -1.7813
H 2.4472 -2.1470 1.2757
H 1.6280 -1.7907 -0.7796
O 1.7671 -1.5818 0.8109
*
```

Values from the calculation:
max |F|	3.0	eV/Å
HOMO energy	-9.142	eV
orbital gap	6.479	eV

Löwdin population analysis, charges in e, atoms 1 to 4: -0.145, -0.304, -0.103, -0.130

Molecular formula: C3H15NO3S2
Method: DFT, ωB97M-V/def2-TZVPD

ORCA input file:
```
! wB97M-V def2-TZVPD RIJCOSX def2/J DEFGRID3
* xyz 0 1
S -0.3394 3.3222 -0.2838
S 0.4929 1.6168 0.4277
C -0.6427 0.9685 1.7371
C -1.7683 -0.0425 1.3518
N -1.1706 -1.0214 0.4144
C -1.9325 -2.2435 0.4417
H 0.5867 -0.8855 -2.3840
H 0.0061 0.4193 2.4220
H -1.1358 1.7765 2.3155
H -2.6323 0.5830 1.0884
H -2.1076 -0.5181 2.2629
H -1.2268 -0.5743 -0.4966
H -1.5297 -3.0234 -0.2076
H -2.9341 -2.0490 -0.0480
H -2.0885 -2.6538 1.4341
H 3.3261 0.5586 0.3122
H 2.9085 1.4656 -0.7675
O 3.6726 1.2960 -0.2038
H -0.3224 -0.0750 -3.4519
H -0.2812 4.0958 0.7864
O -0.2384 -0.4158 -2.5606
H 2.9949 -1.1189 -0.7764
H 3.5957 -0.6691 -2.1536
O 2.7667 -0.8122 -1.6602
*
```

Values from the calculation:
max |F|	2.6	eV/Å
structure (SMILES)	CNCCSS.O.O.O
HOMO energy	-8.574	eV
orbital gap	9.011	eV

Löwdin population analysis, charges in e, atoms 1 to 4: 0.321, 0.422, -0.511, -0.295

Molecular formula: C3H15NO4
Method: DFT, ωB97M-V/def2-TZVPD

ORCA input file:
```
! wB97M-V def2-TZVPD RIJCOSX def2/J DEFGRID3
* xyz 0 1
C -1.4417 -0.1499 2.2804
C -0.8985 -0.7017 1.0081
C -0.6544 1.5403 0.0697
N -0.6393 0.2816 -0.0234
H -0.9295 0.7593 2.6436
H -2.4236 0.3102 2.3719
H -1.4596 -0.9666 3.0355
H -1.7085 -1.3920 0.6569
H 0.0146 -1.2423 1.0112
H -0.6473 2.2454 0.9076
H -0.1716 2.0168 -0.7982
H 4.5933 -1.0125 -0.6397
H 4.2158 -0.7266 -1.9909
O 4.4585 -0.2298 -1.2006
H 2.3549 -1.0990 -2.3665
H 1.1421 -1.7150 -1.9392
O 1.9986 -1.9952 -2.3028
H -3.1649 -3.0843 2.0074
H -3.5905 -1.7259 1.5877
O -3.8779 -2.6624 1.5128
H 0.6826 4.5240 -2.8797
H 1.2382 3.4370 -2.0145
O 0.9090 3.5887 -2.9372
*
```

Values from the calculation:
max |F|	3.1	eV/Å
structure (SMILES)	C=NCC.O.O.O.O
HOMO energy	-9.590	eV
orbital gap	10.064	eV

Löwdin population analysis, charges in e, atoms 1 to 4: -0.137, -0.294, -0.059, -0.039

Molecular formula: C3H15NO4
Method: DFT, ωB97M-V/def2-TZVPD

ORCA input file:
```
! wB97M-V def2-TZVPD RIJCOSX def2/J DEFGRID3
* xyz 0 1
C -1.9633 1.9265 -1.6973
C -0.5990 1.4579 -1.2223
C 0.4183 0.8612 -1.8752
N 1.7539 0.5941 -1.4387
H -2.3372 2.6071 -0.9144
H -1.7904 2.4420 -2.6933
H -2.6547 1.0611 -1.9164
H -0.5933 1.4829 -0.1439
H 0.3177 0.7720 -2.9763
H 2.3125 0.7009 -2.2014
H 2.0860 1.2666 -0.8388
H 0.8429 -3.1420 0.5097
H -0.5991 -2.9197 -0.2618
O 0.0236 -3.5855 0.2005
H 2.3933 -1.5058 -0.7064
H 1.2442 -0.9344 -0.0096
O 1.8328 -1.7097 0.1050
H -1.3614 0.0339 2.0344
H -0.3885 -0.8344 2.3363
O -0.8216 -0.6241 1.5570
H -0.3704 1.0991 3.7166
H -0.1598 2.0467 2.6296
O -0.8292 1.6932 3.1718
*
```

Values from the calculation:
max |F|	3.5	eV/Å
structure (SMILES)	C/C=C/N.O.O.O.O
HOMO energy	-8.784	eV
orbital gap	9.072	eV

Löwdin population analysis, charges in e, atoms 1 to 4: -0.113, -0.186, -0.177, 0.036

Question: What is the formula in the twelfth record?
Answer: C3H15NO4